# C14H17AsNS4SbSe2TcTe2

C14H17AsNS4SbSe2TcTe2 as an isolated structure in a non-equilibrium geometry (the ωB97M-V functional and the def2-TZVPD basis, the Open Molecules 2025 dataset).

Results
- E_tot (Ha) = -10086.74829
- LUMO (spin up / spin down) (eV) = -5.565 / -5.570
- total charge = +1
- highest occupied orbital energy (spin up / spin down) (eV) = -10.96 / -10.96
- HOMO-LUMO gap (spin up / spin down) (eV) = 5.39 / 5.39

```
43
Properties=species:S:1:pos:R:3:nbo_charge:R:1
Te -1.92 -3.47 0.74 0.783
Te 0.16 -3.03 2.55 0.237
Sb -1.29 1.42 -2.10 1.506
Tc 0.07 -0.20 -0.33 -0.129
Se 0.26 -0.59 2.17 -0.047
Se -2.50 -1.21 0.07 -0.408
As 0.92 -3.09 -1.82 0.974
S 1.74 -1.88 -0.19 -0.173
S -0.27 -1.34 -2.42 -0.279
S -0.68 -4.51 -1.01 -0.388
S 2.06 -4.19 -3.09 -0.431
N -0.24 1.71 0.74 -0.470
C 2.79 3.16 -0.75 -0.181
C 0.66 3.85 1.26 -0.231
C 1.76 2.28 -0.38 -0.115
C 3.59 1.54 -2.32 -0.160
C -1.38 3.13 2.28 -0.256
C -2.87 0.59 -3.26 -0.975
C 0.73 2.64 0.57 0.219
C -0.02 2.27 -3.58 -0.972
C 1.64 1.01 -0.97 -0.102
C 3.70 2.79 -1.71 -0.217
C -2.28 3.12 -1.29 -0.982
C -1.26 1.96 1.58 0.063
C 2.58 0.67 -1.95 -0.266
C -0.39 4.10 2.12 -0.115
H -0.44 5.03 2.66 0.241
H -2.75 3.65 -2.12 0.250
H 1.44 4.58 1.13 0.239
H -3.04 2.83 -0.57 0.245
H 0.73 2.90 -3.10 0.249
H -2.22 3.28 2.94 0.247
H 4.49 3.46 -2.00 0.231
H -2.00 1.17 1.68 0.240
H -1.56 3.79 -0.81 0.241
H 2.52 -0.29 -2.44 0.228
H -2.48 -0.18 -3.92 0.257
H -3.30 1.40 -3.85 0.245
H -3.62 0.16 -2.60 0.251
H -0.61 2.85 -4.28 0.246
H 4.29 1.25 -3.08 0.231
H 0.49 1.46 -4.10 0.256
H 2.88 4.13 -0.28 0.216
```



# C14H17BF16O7

A 3-piece molecular cluster, C14H17BF16O7 overall (the ωB97M-V functional and the def2-TZVPD basis, the Open Molecules 2025 dataset).

Results
- E_tot (Ha) = -2693.18212
- LUMO (eV) = 0.429
- highest occupied orbital energy (eV) = -10.72
- HOMO-LUMO gap (eV) = 11.15
- SMILES = FC(F)C(F)(F)COC(F)(F)C(F)F.FC(F)C(F)(F)COC(F)(F)C(F)F.CCOB(O)OC(=O)OC

```
55
Properties=species:S:1:pos:R:3:nbo_charge:R:1
F -3.40 0.57 -1.76 -0.326
F 3.63 -0.75 7.67 -0.320
F -5.02 2.55 -3.15 -0.319
F 3.55 -0.54 2.84 -0.312
F 2.15 -2.51 4.39 -0.318
F 2.07 1.39 6.95 -0.323
F -7.06 -1.43 -1.61 -0.321
F -4.87 -1.46 -3.13 -0.310
F -3.27 2.86 -4.39 -0.322
F 4.21 -1.01 5.58 -0.320
F 1.74 -0.42 1.61 -0.332
F -6.17 0.56 -1.56 -0.320
F -2.78 2.67 -1.68 -0.322
F -6.73 -1.59 -4.26 -0.331
F 1.40 -0.54 6.21 -0.317
F 2.46 -2.90 2.26 -0.324
O 3.52 2.13 -1.69 -0.930
O 1.45 1.07 -2.38 -0.710
O 2.36 0.96 4.82 -0.508
O -4.19 0.88 -4.42 -0.508
O -0.37 0.09 -1.61 -0.536
O 0.86 1.40 -0.24 -0.609
O 3.51 -0.11 -2.58 -0.743
C 1.81 -2.11 3.15 0.521
C 2.36 0.40 6.07 0.850
C -2.93 1.59 -2.49 0.498
C 3.99 -0.97 -1.53 -0.057
C 0.68 0.88 -1.30 1.005
C -3.91 1.96 -3.62 0.850
C 5.38 -0.57 -1.00 -0.651
C 1.59 0.44 3.75 -0.136
C 2.21 -0.66 2.88 0.597
C -0.51 -1.08 -0.79 -0.252
C -6.80 -0.33 -2.35 0.521
C -5.93 -0.75 -3.55 0.596
C -5.49 0.34 -4.54 -0.133
C 3.74 -0.13 6.48 0.504
B 2.85 1.02 -2.18 1.366
H -5.46 -0.18 -5.50 0.230
H 6.13 -1.26 -1.38 0.213
H 4.00 -1.98 -1.93 0.191
H -7.74 0.09 -2.70 0.141
H -6.25 1.12 -4.64 0.208
H 3.33 2.27 -0.75 0.515
H -1.41 -1.59 -1.14 0.210
H 3.27 -0.97 -0.70 0.163
H 0.58 0.18 4.06 0.209
H -0.64 -0.81 0.26 0.191
H 4.44 0.71 6.57 0.150
H 5.38 -0.58 0.09 0.216
H -1.96 1.32 -2.92 0.166
H 1.50 1.29 3.07 0.238
H 0.74 -2.25 3.01 0.140
H 5.64 0.43 -1.36 0.235
H 0.35 -1.74 -0.92 0.183
```



# C14H17Br3ClF3IN4O7PS

C14H17Br3ClF3IN4O7PS as an isolated structure in a non-equilibrium geometry (the ωB97M-V functional and the def2-TZVPD basis, the Open Molecules 2025 dataset).

Results
- E_tot (Ha) = -10807.76275
- LUMO (eV) = 2.103
- total charge = -2
- highest occupied orbital energy (eV) = -0.22
- HOMO-LUMO gap (eV) = 2.32

```
52
Properties=species:S:1:pos:R:3:nbo_charge:R:1
I 2.58 3.15 2.82 0.117
Br 0.47 -0.25 1.42 0.016
Br -0.82 1.97 2.05 0.044
Br 2.73 2.22 -1.92 -0.170
Cl 1.41 0.43 -3.53 -0.067
S -2.33 2.55 -0.15 -0.031
P 0.41 -2.41 5.45 2.410
F -0.88 -1.88 -1.09 -0.351
F 1.36 -2.43 -1.43 -0.310
F 0.06 -1.84 -3.28 -0.371
O -1.30 5.66 -0.66 -0.535
O -0.96 -1.98 4.92 -0.968
O 0.25 -3.68 6.30 -0.868
O -3.24 -1.25 -3.08 -0.583
O 5.54 0.55 -1.40 -0.599
O 1.01 -1.29 6.32 -0.871
O 1.36 -2.70 4.27 -0.998
N 3.11 -0.27 -0.78 -0.657
N 1.49 1.14 0.56 -0.572
N -0.63 0.84 -1.58 -0.552
N -0.35 3.37 -1.72 -0.549
C 0.68 0.14 -1.79 0.090
C 0.44 2.22 0.45 -0.116
C 3.27 0.22 2.36 -0.480
C -1.64 0.76 -2.67 -0.274
C 1.93 0.66 -0.85 0.291
C -0.58 2.13 -0.83 0.235
C -4.25 -2.15 -2.49 -0.073
C -1.12 4.44 -1.22 0.790
C 0.36 -1.45 -1.84 0.986
C -3.60 -3.67 -2.54 -0.650
C 2.68 1.43 1.42 -0.154
C 4.21 0.23 -1.47 0.734
C -3.07 -0.02 -2.27 -0.076
C 2.77 0.26 3.95 -0.682
H 2.86 -0.88 4.31 0.288
H 3.25 -0.85 1.89 0.281
H -2.79 -3.78 -3.38 0.238
H 3.49 0.87 4.65 0.199
H -1.34 0.24 -3.67 0.269
H -5.19 -2.11 -3.23 0.163
H -3.02 -0.36 -1.15 0.193
H -3.01 1.37 0.18 0.171
H 1.63 0.52 4.06 0.247
H -2.03 1.84 -3.00 0.231
H -4.48 -4.43 -2.63 0.194
H -4.01 0.67 -2.51 0.172
H 0.86 3.32 0.40 0.288
H -3.09 -3.84 -1.47 0.229
H 3.62 1.77 0.76 0.275
H 4.44 0.45 2.47 0.213
H -4.55 -1.89 -1.39 0.189
```



# C14H17BrCoN7O2

C14H17BrCoN7O2 as an isolated structure (the ωB97M-V functional and the def2-TZVPD basis, the Open Molecules 2025 dataset).

Results
- ⟨S²⟩ = 3.76
- E_tot (Ha) = -5033.98826
- LUMO (spin up / spin down) (eV) = -2.666 / -3.056
- spin multiplicity = 4
- total charge = +1
- highest occupied orbital energy (spin up / spin down) (eV) = -10.82 / -10.83
- HOMO-LUMO gap (spin up / spin down) (eV) = 8.16 / 7.77

```
42
Properties=species:S:1:pos:R:3:nbo_charge:R:1
Br 3.50 -0.76 5.46 0.075
Co 0.09 -0.19 -0.25 1.375
O -1.59 0.71 0.59 -0.788
O -2.72 1.76 -1.03 -0.559
N -0.64 1.66 -3.99 -0.239
N 0.09 -2.07 -1.10 -0.569
N 0.04 0.96 -2.03 -0.427
N -0.27 3.95 -3.61 -0.578
N -0.30 2.63 -3.19 0.196
N -2.43 2.08 2.54 -0.854
N 0.11 2.28 -2.02 -0.035
C -0.70 -4.30 -1.37 -0.235
C 0.48 -4.65 -2.03 -0.127
C 0.59 -0.76 2.52 -0.200
C 2.54 0.16 1.54 -0.229
C -2.49 1.64 0.14 0.792
C 1.25 -0.93 3.73 -0.270
C 1.46 -3.68 -2.21 -0.223
C 1.23 -2.41 -1.73 0.043
C -3.07 2.45 1.28 -0.358
C -0.85 -3.00 -0.93 0.055
C -0.42 0.60 -3.22 0.153
C 3.23 0.00 2.73 -0.243
C 2.57 -0.54 3.82 -0.074
C 1.20 -0.22 1.39 -0.533
H -0.60 -0.41 -3.53 0.231
H 3.08 0.60 0.70 0.206
H -1.48 -5.02 -1.20 0.244
H -1.74 -2.68 -0.41 0.212
H -4.14 2.25 1.29 0.247
H -2.95 3.51 1.03 0.241
H -0.45 -1.09 2.49 0.179
H 1.97 -1.63 -1.84 0.215
H 4.26 0.30 2.82 0.232
H -0.97 4.03 -4.35 0.398
H -1.86 2.81 2.93 0.397
H -1.53 0.87 1.58 0.547
H 0.63 -5.66 -2.38 0.241
H -0.53 4.53 -2.82 0.391
H -3.09 1.78 3.25 0.397
H 0.74 -1.36 4.58 0.229
H 2.39 -3.91 -2.71 0.244
```



# C14H17Cl6F9O6

A 5-piece molecular cluster, C14H17Cl6F9O6 overall in a non-equilibrium geometry (the ωB97M-V functional and the def2-TZVPD basis, the Open Molecules 2025 dataset).

Results
- E_tot (Ha) = -4655.03379
- LUMO (eV) = 0.220
- highest occupied orbital energy (eV) = -10.95
- HOMO-LUMO gap (eV) = 11.17
- SMILES = CCOC(=O)C(F)(F)F.CCOC(=O)C(F)(F)F.CCOC(=O)C(F)(F)F.ClC(Cl)Cl.ClC(Cl)Cl

```
52
Properties=species:S:1:pos:R:3:nbo_charge:R:1
Cl -1.88 5.27 -0.18 0.015
Cl -0.38 7.58 -1.10 0.013
Cl 0.55 6.07 1.21 0.007
Cl 0.43 2.63 -0.75 0.003
Cl -0.06 1.95 2.10 0.028
Cl -1.28 0.43 0.11 0.020
F 5.31 2.94 -3.17 -0.299
F -5.66 -2.04 0.37 -0.307
F 2.46 -3.62 -0.34 -0.315
F 1.01 -5.26 0.39 -0.293
F 5.08 3.21 -0.96 -0.295
F 0.40 -3.40 -0.75 -0.292
F 3.53 3.71 -2.34 -0.321
F -3.90 -0.75 0.69 -0.313
F -3.93 -2.13 -0.94 -0.288
O 1.11 -1.95 1.54 -0.548
O 0.61 -3.96 2.48 -0.488
O -6.49 -0.42 -1.53 -0.530
O -4.45 0.75 -1.50 -0.492
O 3.40 0.86 -3.02 -0.530
O 4.07 0.90 -0.78 -0.498
C -0.25 5.96 -0.39 -0.268
C -4.96 1.93 -2.04 -0.071
C 3.61 -0.40 -0.38 -0.079
C -5.33 -0.27 -1.16 0.693
C 4.51 2.82 -2.11 0.898
C 1.16 -4.72 4.56 -0.626
C 4.35 -0.95 0.84 -0.648
C 0.54 -3.53 3.82 -0.081
C 3.92 1.40 -2.05 0.699
C -5.14 1.79 -3.54 -0.638
C 0.98 -3.15 1.44 0.696
C 0.17 1.36 0.49 -0.291
C -4.66 -1.34 -0.24 0.904
C 1.21 -3.92 0.17 0.900
H 2.54 -0.37 -0.18 0.186
H 0.90 -4.89 5.61 0.221
H 0.90 -5.60 3.98 0.226
H 2.24 -4.56 4.59 0.207
H -5.79 0.94 -3.75 0.223
H 3.86 -1.76 1.38 0.231
H -4.27 2.75 -1.85 0.197
H 0.33 5.37 -1.10 0.233
H 1.07 -2.62 4.08 0.203
H 4.42 -0.20 1.62 0.226
H 3.61 -1.03 -1.27 0.207
H 5.31 -1.44 0.71 0.222
H -5.53 2.72 -3.97 0.220
H -4.21 1.60 -4.05 0.216
H -5.87 2.17 -1.49 0.188
H 0.96 0.62 0.63 0.238
H -0.50 -3.44 4.13 0.193
```



# C14H17FNO4S

An isolated ion of composition C14H17FNO4S and charge -1 in a non-equilibrium geometry (the ωB97M-V functional and the def2-TZVPD basis, the Open Molecules 2025 dataset).

Results
- E_tot (Ha) = -1397.38154
- LUMO (eV) = 2.738
- total charge = -1
- highest occupied orbital energy (eV) = -2.75
- HOMO-LUMO gap (eV) = 5.49
- SMILES = CCOC(=O)[C@@](C)(CC=[S@](=O)([O-])F)/N=C/c1ccccc1

```
38
Properties=species:S:1:pos:R:3:nbo_charge:R:1
S -4.34 0.40 -2.10 2.355
F -4.94 1.85 -1.57 -0.544
O -0.72 -0.84 1.91 -0.494
O -4.41 0.57 -3.52 -0.961
O -5.25 -0.54 -1.50 -0.968
O -1.43 -2.88 1.25 -0.625
N 0.62 -0.60 -0.32 -0.399
C -0.66 -1.39 -0.47 -0.002
C 1.63 -0.40 -1.07 0.076
C 2.27 1.53 0.28 -0.187
C 3.62 1.02 -1.68 -0.223
C 4.13 2.97 -0.31 -0.219
C -2.77 0.40 -1.36 -0.924
C -1.12 0.05 4.09 -0.626
C -0.37 -2.71 -1.20 -0.625
C 3.04 2.67 0.53 -0.218
C -1.68 -0.60 -1.37 -0.415
C 4.42 2.15 -1.42 -0.223
C -0.96 -1.78 0.98 0.808
C 2.54 0.72 -0.82 -0.011
C -1.11 -1.23 3.27 -0.074
H -0.18 0.62 4.02 0.210
H -1.95 0.70 3.77 0.218
H -1.05 -3.48 -0.87 0.243
H 4.78 3.85 -0.11 0.206
H 2.80 3.35 1.35 0.209
H -0.48 -2.67 -2.28 0.209
H -1.29 -0.15 5.17 0.203
H 0.65 -3.08 -1.05 0.197
H -2.12 -1.42 -1.97 0.214
H -2.11 -1.67 3.28 0.201
H -2.59 1.42 -1.03 0.210
H 3.81 0.39 -2.53 0.208
H 5.24 2.39 -2.09 0.206
H 1.91 -1.03 -1.94 0.138
H -0.97 0.06 -1.98 0.203
H 1.44 1.29 0.93 0.247
H -0.40 -1.93 3.72 0.177
```